No. 1
{"formula": "C5H4O2", "method": "wB97M-V/def2-TZVPD", "symbols": ["C", "C", "H", "C", "O", "H", "H", "C", "O", "H", "C"], "positions_angstrom": [[-1.1472, -1.0167, -0.0540], [1.2160, -0.6959, 0.1972], [-1.7049, 0.7906, 0.8777], [-1.3693, 0.3383, -0.0335], [0.0712, -1.5212, 0.0728], [1.8960, 1.2517, -0.4840], [-0.4458, 2.2251, -0.3511], [1.0233, 0.6633, -0.2620], [2.2082, -1.2107, 0.6312], [-1.8615, -1.8125, -0.2711], [-0.2229, 1.1603, -0.2686]], "mulliken_charge": [0.067, 0.498, 0.219, -0.588, -0.260, 0.384, 0.374, -0.444, -0.533, 0.398, -0.114], "e_above_lowest_kj_mol": 194.5, "gap_ev": 8.7, "largest_force_ev_per_a": 2.9, "smiles": "O=c1cccco1", "total_energy_ha": -343.318270, "spin_multiplicity": 1}

***

No. 2
{"formula": "C5H4O2", "method": "wB97M-V/def2-TZVPD", "symbols": ["O", "H", "H", "C", "H", "O", "C", "C", "C", "C", "H"], "positions_angstrom": [[0.6491, 1.1358, 0.6721], [1.8862, 1.6089, -0.9038], [0.9617, -0.5678, -2.1339], [-0.4200, 0.2361, 0.8109], [-0.8784, -1.7665, 1.7952], [-1.6067, 0.8910, 0.5655], [-0.3251, -1.1125, 1.1360], [1.1572, 0.8862, -0.5513], [-0.0055, -1.0464, -0.1667], [0.7168, -0.2603, -1.1266], [-2.1561, 0.1948, 0.1589]], "mulliken_charge": [-0.339, 0.405, 0.361, 0.588, 0.277, -0.527, -0.456, -0.179, 0.063, -0.569, 0.377], "e_above_lowest_kj_mol": 411.6, "gap_ev": 9.0, "largest_force_ev_per_a": 0.7, "smiles": "O[C@@]12C=C1C=CO2", "total_energy_ha": -343.235599, "spin_multiplicity": 1}

***

No. 3
{"formula": "C5H4O2", "method": "wB97M-V/def2-TZVPD", "symbols": ["O", "H", "C", "C", "H", "H", "C", "O", "C", "H", "C"], "positions_angstrom": [[-0.4678, 2.2176, -0.7975], [2.1002, -1.2736, 0.0462], [-0.3199, 1.1237, -0.3328], [1.1449, -0.7616, 0.0766], [-2.1289, -0.4194, -0.4811], [-1.3649, 0.6723, 0.7680], [-1.1399, -0.1130, -0.1576], [1.5754, 1.3608, 1.2005], [-0.0805, -1.2199, -0.2136], [-0.2916, -2.2453, -0.5401], [0.9729, 0.6583, 0.4314]], "mulliken_charge": [-0.524, 0.404, 0.374, -0.396, 0.415, 0.154, -0.589, -0.503, -0.188, 0.387, 0.467], "e_above_lowest_kj_mol": 229.9, "gap_ev": 9.0, "largest_force_ev_per_a": 3.2, "smiles": "O=C1C=CCC1=O", "total_energy_ha": -343.304787, "spin_multiplicity": 1}

***

No. 4
{"formula": "C5H4O2S", "method": "wB97M-V/def2-TZVPD", "symbols": ["O", "S", "C", "C", "H", "H", "C", "O", "C", "C", "H", "H"], "positions_angstrom": [[2.0117, -0.6303, -0.4034], [-3.0734, -0.4897, -0.0839], [-1.5092, -0.0822, -0.0708], [-0.8862, 1.2424, -0.1896], [-1.4582, 2.1407, -0.4302], [1.1454, -0.2487, 1.4124], [0.9160, -0.2173, 0.3493], [-0.3388, -2.2437, -0.1064], [-0.3479, -1.0470, 0.0661], [0.4363, 1.1696, -0.0196], [1.1195, 2.0134, -0.1085], [1.9848, -1.6070, -0.4155]], "mulliken_charge": [-0.533, -0.231, 0.201, -0.236, 0.425, 0.229, 0.232, -0.531, 0.375, -0.668, 0.394, 0.343], "e_above_lowest_kj_mol": 106.1, "gap_ev": 7.5, "largest_force_ev_per_a": 1.0, "smiles": "O=C1C(=S)C=C[C@@H]1O", "total_energy_ha": -741.546231, "spin_multiplicity": 1}

***

No. 5
{"formula": "C5H4O2S", "method": "wB97M-V/def2-TZVPD", "symbols": ["O", "H", "H", "S", "C", "H", "O", "C", "C", "H", "C", "C"], "positions_angstrom": [[3.3587, -0.4391, -0.0114], [-1.8967, -2.0175, -0.0745], [1.9919, 1.8782, -0.0462], [0.9785, -1.6394, 0.0179], [2.1587, -0.2914, -0.0057], [-2.5955, 0.7241, 0.1982], [-2.8085, -0.2325, -0.0080], [0.0823, 0.8377, 0.0222], [-0.3999, -0.5320, 0.0077], [-0.5974, 1.6882, -0.0475], [1.4096, 0.9843, -0.0093], [-1.6814, -0.9606, -0.0434]], "mulliken_charge": [-0.542, 0.341, 0.406, -0.175, 0.421, 0.304, -0.486, -0.423, 0.608, 0.187, -0.598, -0.041], "e_above_lowest_kj_mol": 45.9, "gap_ev": 8.3, "largest_force_ev_per_a": 1.9, "smiles": "O=C1C=C/C(=C\\O)S1", "total_energy_ha": -741.569162, "spin_multiplicity": 1}

***

No. 6
{"formula": "C5H4O3", "method": "wB97M-V/def2-TZVPD", "symbols": ["H", "C", "H", "C", "H", "C", "O", "O", "C", "C", "H", "O"], "positions_angstrom": [[0.9565, 1.9952, -0.6211], [-0.8110, -0.6899, 0.0777], [1.0984, 1.7111, 1.1012], [0.6654, 1.2517, 0.1358], [-1.6842, -2.5752, -0.0633], [-1.8014, -1.5478, -0.0342], [2.6056, -0.2603, -0.1636], [0.4974, -1.0979, 0.1184], [-0.7813, 0.8592, 0.0503], [1.4041, -0.0781, -0.0421], [-2.7975, -1.0875, -0.1442], [-1.8065, 1.5065, -0.1294]], "mulliken_charge": [0.280, 0.494, 0.226, -0.334, 0.368, -0.891, -0.543, -0.354, 0.551, 0.476, 0.272, -0.544], "e_above_lowest_kj_mol": 105.0, "gap_ev": 9.8, "largest_force_ev_per_a": 3.0, "smiles": "C=C1OC(=O)CC1=O", "total_energy_ha": -418.621845, "spin_multiplicity": 1}

***

No. 7
{"formula": "C5H4O4", "method": "wB97M-V/def2-TZVPD", "symbols": ["O", "H", "O", "C", "O", "H", "C", "C", "O", "C", "H", "H", "C"], "positions_angstrom": [[-1.5619, 1.2528, -1.6462], [-2.2844, 1.5032, -1.0535], [-0.0460, -0.3695, -1.8334], [-1.2578, -0.2051, 0.2420], [2.5042, 0.6963, -0.6401], [1.9671, -1.2461, -0.6585], [1.8974, -0.2361, -0.2053], [-0.2048, -0.2940, 1.2540], [-2.4302, -0.4055, 0.4878], [-0.8682, 0.2149, -1.1865], [1.7664, -0.2784, 1.9246], [-0.5944, -0.3871, 2.2612], [1.1126, -0.2454, 1.0540]], "mulliken_charge": [-0.435, 0.354, -0.516, 0.492, -0.429, 0.298, -0.072, -0.394, -0.527, 0.723, 0.366, 0.399, -0.259], "e_above_lowest_kj_mol": 59.9, "gap_ev": 9.4, "largest_force_ev_per_a": 1.0, "smiles": "O=C/C=C\\C(=O)C(=O)O", "total_energy_ha": -493.846997, "spin_multiplicity": 1}

***

No. 8
{"formula": "C5H4O5", "method": "wB97M-V/def2-TZVPD", "symbols": ["C", "H", "O", "H", "O", "H", "H", "C", "O", "C", "O", "O", "C", "C"], "positions_angstrom": [[-0.4911, -1.0638, 2.3142], [0.4320, -0.5291, -0.6325], [-1.7151, 1.5867, 0.2127], [1.4425, -1.3989, 0.5416], [-0.8824, -1.9576, 2.9249], [-2.4379, 1.7108, -0.4595], [1.6017, 0.5066, 0.3288], [-0.0548, 1.3007, 2.0181], [-0.1089, 1.5750, 3.1496], [-0.0559, -0.0723, 1.5792], [0.2711, 2.2462, 1.0544], [-0.3097, 2.6559, -1.1123], [0.8707, -0.3498, 0.3770], [-0.5756, 2.2381, -0.0035]], "mulliken_charge": [0.232, 0.286, -0.463, 0.349, -0.350, 0.367, 0.339, 0.490, -0.491, 0.561, -0.331, -0.542, -1.163, 0.716], "e_above_lowest_kj_mol": 0.0, "gap_ev": 9.9, "largest_force_ev_per_a": 3.6, "smiles": "CC(=C=O)C(=O)OC(=O)O", "total_energy_ha": -569.100805, "spin_multiplicity": 1}

***

No. 9
{"formula": "C5H4OS2", "method": "wB97M-V/def2-TZVPD", "symbols": ["H", "C", "C", "H", "C", "O", "C", "H", "S", "C", "S", "H"], "positions_angstrom": [[2.6643, 0.4061, -2.1238], [0.8815, -0.7549, 0.3411], [1.5135, 0.5045, -0.1259], [2.3358, 2.1182, -1.5299], [-0.7031, -0.2893, 0.5206], [1.3326, -1.8763, 0.4800], [2.0788, 1.0785, -1.3772], [0.6690, -0.4028, -1.9236], [-1.8438, -0.6253, 1.6785], [0.6769, 0.5678, -1.3231], [-0.9145, 0.9293, -0.8624], [1.1170, 1.3862, 0.4658]], "mulliken_charge": [0.221, 0.339, -0.056, 0.283, 0.131, -0.510, -0.492, 0.203, -0.171, -0.064, -0.133, 0.251], "e_above_lowest_kj_mol": 311.8, "gap_ev": 7.8, "largest_force_ev_per_a": 4.4, "smiles": "O=C1C(=S)S[C@H]2C[C@H]12", "total_energy_ha": -1064.386420, "spin_multiplicity": 1}

***

No. 10
{"formula": "C5H4PS2", "method": "wB97M-V/def2-TZVPD", "symbols": ["H", "C", "H", "P", "H", "S", "C", "C", "H", "C", "C", "S"], "positions_angstrom": [[1.1170, -0.6265, 0.7771], [-0.4926, -0.3531, -2.2636], [-1.5355, 1.7159, -0.5862], [-2.7617, 1.2126, -0.5597], [-0.7210, -0.1259, 1.8808], [-0.9664, -0.2598, -3.7665], [0.3342, -0.5960, -1.2837], [-2.1832, -0.2157, 0.1600], [1.3417, -1.1450, -1.5401], [-0.8843, -0.2885, 0.8179], [0.2525, -0.3677, 0.0957], [-3.1389, -1.5983, 0.1138]], "mulliken_charge": [0.204, -0.222, -0.089, -0.135, 0.303, -0.348, 0.305, -0.110, 0.189, -0.322, -0.307, -0.468], "gap_ev": 5.6, "charge": -1, "largest_force_ev_per_a": 3.9, "smiles": "[H]/P=C([S-])\\C=C/C=C=S", "total_energy_ha": -1330.579223, "spin_multiplicity": 1}